Record 1
Here is one molecule with the formula C6H9NO at a distorted geometry from OMol25. Energies are from ωB97M-V/def2-TZVPD.

relative energy (zero: lowest compared OMol25 entry of this formula, charge and spin): 97.15 kcal per mole
HOMO: -8.9 eV
2S+1: 1
Kohn-Sham gap: 10.0 eV
SMILES string: C1N[C@@H]2[C@@H]1C[C@@H]1O[C@H]21
charge: 0
energy: -9901.391 eV

```
17
C6H9NO, DFT ωB97M-V/def2-TZVPD
C 2.085 0.555 0.100
C 0.471 -0.588 -0.506
C 0.523 0.747 0.238
C -0.730 1.522 -0.108
C -1.667 0.319 -0.237
C -0.961 -0.937 -0.470
H 2.567 0.941 -0.729
H 2.602 0.708 0.992
H 1.753 -1.267 0.982
H 0.694 -0.405 -1.520
H 0.381 0.496 1.272
H -0.688 2.094 -1.102
H -0.986 2.256 0.670
H -2.732 0.464 -0.555
H -1.179 -1.924 -0.974
N 1.754 -1.002 0.018
O -1.626 -0.757 0.842
```

Record 2
Here is one molecule with the formula C6H9NO at a distorted geometry from OMol25. Energies are from ωB97M-V/def2-TZVPD.

relative energy (zero: lowest compared OMol25 entry of this formula, charge and spin): 56.26 kcal per mole
HOMO: -7.9 eV
2S+1: 1
Kohn-Sham gap: 8.8 eV
SMILES string: CN1CC=C[C@H]1C=O
charge: 0
energy: -9903.164 eV

```
17
C6H9NO, DFT ωB97M-V/def2-TZVPD
C -1.340 -1.199 -1.027
C 0.654 0.151 -1.599
C 1.711 0.846 -0.823
C 1.650 0.508 0.443
C 0.378 -0.361 0.703
C -0.672 0.250 1.759
H -1.306 -1.499 -2.119
H -1.493 -2.144 -0.457
H -2.317 -0.710 -0.836
H -0.014 0.918 -2.093
H 1.109 -0.605 -2.325
H 2.562 1.191 -1.397
H 2.255 0.921 1.264
H 0.433 -1.351 1.155
H -0.432 0.006 2.769
N -0.136 -0.545 -0.640
O -1.766 0.740 1.473
```

Record 3
Here is one molecule with the formula C6H9NO at a distorted geometry from OMol25. Energies are from ωB97M-V/def2-TZVPD.

relative energy (zero: lowest compared OMol25 entry of this formula, charge and spin): 102.48 kcal per mole
HOMO: -7.9 eV
2S+1: 1
Kohn-Sham gap: 8.8 eV
SMILES string: C#C/C(C)=C(/C)ON
charge: 0
energy: -9901.160 eV

```
17
C6H9NO, DFT ωB97M-V/def2-TZVPD
C 0.358 -1.314 -1.630
C -0.815 1.358 -1.114
C 0.284 -0.700 -0.266
C -0.280 0.502 0.010
N 1.339 -0.731 1.825
O 0.977 -1.448 0.640
C -0.809 0.812 1.286
C -1.371 1.082 2.315
H 1.970 -1.373 2.299
H 1.798 0.147 1.461
H 1.046 -0.769 -2.278
H 0.721 -2.335 -1.533
H -0.625 -1.315 -2.095
H -0.113 1.386 -1.944
H -0.994 2.366 -0.746
H -1.765 0.977 -1.494
H -1.723 1.355 3.266
```

Record 4
Here is one molecule with the formula C6H9NO at a distorted geometry from OMol25. Energies are from ωB97M-V/def2-TZVPD.

relative energy (zero: lowest compared OMol25 entry of this formula, charge and spin): 84.53 kcal per mole
HOMO: -9.4 eV
2S+1: 1
Kohn-Sham gap: 10.3 eV
SMILES string: O=C1CC[C@H]2CCN12
charge: 0
energy: -9901.939 eV

```
17
C6H9NO, DFT ωB97M-V/def2-TZVPD
C -0.146 0.034 1.689
C -1.509 -0.398 1.061
C -1.296 -0.509 -0.470
C 0.192 -0.736 -0.527
C 0.894 0.420 -1.235
C 1.544 0.888 0.054
H -1.744 -1.427 1.302
H -2.373 0.251 1.139
H -2.066 -1.294 -0.966
H -1.718 0.252 -1.345
H 0.842 -1.614 -0.902
H 1.764 -0.151 -1.807
H 0.376 1.158 -1.831
H 1.557 1.841 0.342
H 2.694 0.814 0.124
N 0.907 -0.352 0.767
O 0.081 0.821 2.605
```